No. 1
This record from OMol25 describes a 5-piece molecular cluster, C38H63ClF2N3O19SSi overall at a distorted geometry. The level of theory is the ωB97M-V functional and the def2-TZVPD basis.

CARTESIAN COORDINATES (ANGSTROEM)
Cl -3.762156 0.702377 0.943861
S 1.912695 0.939378 1.314050
Si -4.202175 -4.928762 -0.392327
F 2.022293 2.570672 1.698153
F -0.243833 1.739873 0.231475
O 9.169920 2.664487 -9.440426
O 2.578092 0.857111 0.025078
O 6.027307 3.013661 -4.600079
O -0.353635 1.307564 2.433941
O -1.258806 4.954116 1.877360
O 5.393600 1.236007 -3.376102
O 4.754328 5.270212 -0.738123
O -8.382697 -5.717632 2.406793
O -5.324905 1.484340 7.122546
O 10.013164 0.704413 -10.149680
O -5.571831 3.689106 6.772347
O 4.882146 7.241554 -1.842347
O 2.539607 0.283778 2.449248
O -8.288407 -6.323551 0.229147
O -9.718310 -4.705722 0.907312
O 6.422339 6.707818 -0.273051
O -4.495080 -3.378070 0.309688
O 7.195062 1.080798 -4.739465
O 9.876504 2.452014 -11.580126
N -2.566971 -0.570577 -2.445339
N -1.707409 -1.164581 1.698503
N 1.658229 -1.908982 -0.109937
C 5.706766 4.574033 0.057594
C -2.563227 0.019318 2.127020
C 5.311000 6.483806 -1.030042
C -0.506003 -0.722673 0.842810
C -1.175361 -1.602873 3.080480
C -4.179944 -4.945828 -2.307012
C -2.332948 2.702986 2.292803
C -0.873216 -3.075025 3.411018
C -0.684565 -0.744413 -0.733593
C -4.848566 2.716353 6.602551
C 7.861509 5.340665 1.121857
C -3.304903 1.499714 4.943412
C -0.556694 -4.262673 3.392534
C -1.760021 1.259387 2.748848
C -1.858761 -0.046108 -1.492835
C -3.489352 2.853214 5.801205
C 4.655518 2.363054 -2.903832
C -8.953741 -4.579716 3.047433
C -8.752562 -5.649409 1.095588
C -2.477765 -2.346208 1.221547
C 4.734821 3.302952 -4.070279
C -2.673449 -5.839783 0.380462
C -3.428806 -2.429158 -0.017355
C 9.036013 2.293107 -7.045958
C -10.168951 -4.316814 2.205465
C 3.241418 1.973484 -2.538399
C 6.443841 5.694236 0.732206
C 0.677305 -1.850042 0.980525
C -5.718588 -6.019238 0.110700
C 9.702252 1.986216 -10.497034
C 8.897785 1.694902 -8.427087
C 0.039957 0.727318 1.220814
C 2.988339 -2.428372 0.315947
C 6.294131 1.715355 -4.282366
C 9.917669 0.635501 -8.729382
C -10.615527 -2.872208 2.219082
C -1.833220 1.320836 4.361818
C -1.468573 3.933589 2.887464
H 3.989088 3.099587 -4.845225
H 2.750515 1.454935 -3.366972
H 0.229515 -2.906385 0.977695
H 5.895978 6.069261 1.603062
H -0.414913 -5.379025 3.463871
H 0.225140 -0.218741 -1.191615
H 8.923100 1.531405 -6.274250
H 2.648737 2.850371 -2.268212
H 7.877732 1.325920 -8.577730
H -2.898126 -2.916019 -0.912745
H -2.987530 -6.926402 0.523669
H -0.723306 -1.844689 -1.046513
H -5.430346 -7.086550 0.337440
H 3.657879 -2.442445 -0.607884
H 8.458861 5.086468 0.242754
H -2.652428 3.003924 6.544319
H 5.209678 3.912669 0.769087
H -3.333318 -0.284712 2.914207
H 8.349595 6.195408 1.594962
H -3.552172 -5.855635 -2.601945
H -8.222327 -3.765098 3.022120
H 10.007153 2.780421 -6.923827
H -2.216539 2.895235 1.177766
H -10.867940 -2.548026 3.230795
H 3.503889 -1.735868 1.055378
H 5.174545 2.762954 -2.027485
H -6.199756 1.292211 6.713642
H -2.114772 4.437679 3.688168
H -1.907086 -1.357797 3.921342
H 2.901188 -3.489917 0.732349
H -1.730261 -5.724779 -0.231438
H -1.110550 5.783203 2.383903
H -6.408010 -6.046061 -0.789367
H -6.280231 -5.506257 0.944347
H -5.195771 -5.071110 -2.781081
H -1.858352 -3.291993 1.061184
H -3.541970 0.607821 5.593142
H -9.837079 -2.216493 1.820482
H -2.114337 1.041000 -1.266653
H -0.240156 -1.017780 3.376734
H -1.200481 2.166844 4.790483
H 6.339022 3.974586 -0.605635
H -3.387892 2.890389 2.634686
H -11.492362 -2.739766 1.581731
H 8.277924 3.063423 -6.888131
H 1.241555 -1.788214 1.954182
H -3.603233 -4.043203 -2.682427
H 10.904425 0.847833 -8.305634
H -2.231885 -1.546902 -2.582398
H -2.508453 -5.447031 1.444763
H 4.659802 4.349338 -3.770812
H -11.000956 -4.971341 2.484552
H -3.619188 3.737375 5.101825
H 9.598368 -0.356582 -8.407748
H 1.338004 -2.563974 -0.834123
H -0.522120 3.611090 3.410408
H 7.880065 4.499438 1.817902
H -9.203718 -4.801334 4.085690
H -4.082614 1.526038 4.116809
H -1.346409 0.407060 4.848040
H 3.243848 1.280120 -1.692397
H -3.163691 -2.621174 2.101202
H -3.937988 -1.533618 -0.440897

Cartesian forces, eV/Å:
Cl 0.7 -1.0 -0.2
S 4.4 1.4 0.0
Si -1.8 -1.9 0.5
F -1.0 -2.7 -0.6
F 0.2 -2.1 0.8
O 0.2 -0.4 -0.6
O -2.2 0.0 2.5
O 0.2 -0.6 0.1
O 0.2 -2.3 -1.1
O 0.1 -0.6 1.2
O 0.6 0.2 -0.4
O 0.1 0.3 -0.2
O 0.0 0.0 -0.5
O 1.2 0.3 -1.6
O -0.1 0.4 -0.1
O 1.8 -1.7 -0.7
O 0.1 -0.4 0.3
O -1.9 0.6 -1.3
O -1.1 0.2 0.6
O 0.5 -0.5 0.2
O -0.7 -0.2 -0.3
O 1.8 0.0 -0.3
O -0.5 0.2 0.3
O -0.1 -0.2 0.5
N 2.0 0.0 1.8
N 0.8 0.6 1.1
N 0.3 0.0 0.1
C -0.3 -0.5 0.3
C -2.2 1.8 1.0
C -0.1 0.7 -0.5
C 2.2 -0.2 -2.3
C 1.4 -1.2 3.9
C 1.2 -0.1 -0.1
C 1.1 1.3 -0.4
C 0.6 -0.9 -2.0
C -0.9 0.1 -1.1
C -2.3 2.0 0.5
C 0.3 0.4 -0.1
C 0.2 0.2 0.1
C -0.8 0.8 0.5
C -0.6 2.4 1.4
C -1.4 0.6 -0.6
C -0.9 -1.7 0.0
C -1.1 0.0 0.3
C 0.0 -0.1 0.6
C -0.1 -0.5 -0.7
C -2.2 -2.7 -0.1
C -0.1 0.7 0.0
C 0.1 0.5 0.6
C -1.1 -0.7 -1.9
C 0.0 0.4 -0.1
C -0.5 0.9 0.2
C 0.1 -0.6 0.1
C 0.9 -0.3 0.5
C 0.2 -2.0 0.7
C 0.5 0.9 -0.7
C 0.1 0.4 -0.6
C 0.0 0.3 1.1
C -0.9 2.7 0.7
C 0.8 -0.1 -0.2
C 0.4 -0.3 -0.3
C 0.0 -0.6 0.1
C -0.1 0.1 -0.4
C 0.3 -0.5 0.6
C -1.1 0.3 1.2
H 0.0 -0.1 0.1
H 0.1 0.2 -0.1
H -0.2 1.7 0.5
H -0.1 -0.1 -0.1
H -0.1 2.0 0.0
H -0.9 -1.1 0.9
H -0.1 0.1 -0.1
H 0.1 0.0 0.0
H 0.1 -0.1 -0.1
H -0.1 1.1 1.2
H 0.6 1.4 -0.5
H 0.2 1.5 0.3
H -0.4 1.2 0.0
H -0.9 -0.1 1.2
H -0.2 -0.1 0.0
H -0.8 -0.1 -0.9
H -0.1 0.1 -0.1
H 1.6 -0.2 -1.0
H -0.1 -0.1 0.1
H -0.8 1.1 0.3
H -0.2 0.1 -0.1
H 0.0 -0.1 -0.1
H -0.5 -0.7 1.3
H 0.0 -0.1 0.0
H -0.9 -0.9 -0.8
H 0.0 0.1 -0.1
H 0.6 0.6 0.7
H 0.9 -0.9 -0.8
H 0.5 0.0 -1.7
H 0.3 1.3 -0.4
H -0.9 -0.4 0.8
H -0.1 -0.7 -0.7
H 0.9 0.0 1.2
H 0.8 -1.0 -0.8
H 1.1 0.5 0.6
H -0.1 1.8 0.8
H 0.2 1.1 -0.6
H 0.1 -0.1 0.1
H 0.7 -1.5 -0.1
H -1.3 -0.6 -0.9
H -0.7 -0.9 -1.2
H 0.2 0.1 0.1
H 1.1 -0.6 -0.7
H 0.0 0.0 0.1
H 0.0 -0.2 0.1
H -0.7 0.3 -1.0
H -0.9 -1.0 -0.1
H -0.1 0.1 0.1
H -0.4 0.5 -0.1
H -0.1 -0.5 -1.4
H 0.2 -0.1 -0.1
H 0.1 0.0 0.0
H 0.2 -1.0 1.2
H 0.0 0.0 -0.2
H 0.0 0.6 0.4
H -0.7 0.3 -0.9
H -0.1 0.1 0.0
H 0.1 -0.2 -0.1
H 0.9 -0.1 0.9
H -0.7 1.1 -0.8
H 0.1 0.4 -0.6
H 0.9 0.5 -1.2
H 0.8 -0.5 0.8

Its HOMO energy is -11.462 eV. The net charge is +1. The calculation puts the HOMO-LUMO gap at 0.30645 hartree. As for the total energy: -120456.971 eV.

Atomic partial charges in e from the Mulliken method, atoms 1 to 4: -0.0629 1.2367 0.7902 -0.3734

No. 2
This record from OMol25 describes C48H49N6O4P2S2W as an isolated structure at a distorted geometry. The level of theory is the ωB97M-V functional and the def2-TZVPD basis.

CARTESIAN COORDINATES (ANGSTROEM)
W -1.241971 0.468457 -0.168024
S -0.126815 2.830259 -1.200282
S 4.428158 -4.298527 1.074744
P -0.490471 -1.894597 0.269793
P 1.297281 0.291565 0.236827
O -0.586677 0.148285 -4.172287
O -5.200571 -0.663031 0.991613
O -2.937937 -0.302793 0.959934
O -0.443341 0.093010 -1.941239
N -2.802359 0.116402 -1.486376
N -0.876280 0.552943 2.205314
N 0.275671 2.747116 -3.912960
N -2.338153 2.137062 0.559750
N 0.176374 4.740339 -3.020172
N 1.033875 -1.326822 0.916750
C -0.072844 -3.098988 -2.224634
C 0.575296 -5.571474 -1.165258
C 3.809515 2.410821 2.763667
C -1.315784 2.143946 4.072581
C 0.701137 -5.349019 -2.529679
C 3.796238 -3.412976 2.557074
C 4.419399 -0.082338 -3.100325
C -3.965415 3.882642 0.207885
C 3.127743 -2.102481 2.147086
C -4.898572 -0.291186 -3.305957
C -0.124447 -3.293785 -0.844905
C -3.237450 -4.160273 2.091103
C -2.494647 -3.413052 1.199431
C -3.154817 2.852618 -0.242685
C 2.540640 -0.960247 -1.898546
C 3.543413 1.128888 -1.215340
C -2.572807 0.024288 -2.818492
C -2.867900 3.956023 3.759783
C -4.084461 -0.358093 0.352763
C -2.315812 2.488216 1.893677
C 0.158451 -4.557513 -0.323541
C 3.459211 -1.067903 -2.925280
C 0.344920 -4.119200 -3.061329
C -3.575438 -0.178237 -3.755705
C 0.418578 5.020580 -4.429673
C -1.499167 1.745175 2.763391
C 2.581484 0.132397 -1.030804
C 2.034075 1.449019 1.453683
C -2.833244 -4.248587 3.415898
C -3.909617 4.278541 1.529609
C -0.928198 -2.854641 2.948764
C -4.084469 -0.149125 -1.044633
C 4.460121 1.008239 -2.244380
C 1.261147 2.582688 1.725612
C -1.997811 3.259894 4.562467
C -3.047037 3.592949 2.410214
C 4.842596 -5.905403 1.788124
C 2.028487 -2.390515 1.131047
C 0.227716 5.792132 -2.048538
C 0.112263 3.435968 -2.792998
C 3.027209 3.522262 3.037964
C 3.328882 1.385710 1.967138
C -1.116199 0.085427 -3.079964
C 0.388243 3.624770 -5.068664
C -5.157296 -0.302690 -1.951442
C -1.330701 -2.765596 1.620842
C -1.686819 -3.597467 3.842763
C 1.749850 3.610187 2.509047
H -3.417234 -4.832419 4.108503
H 1.135851 4.476254 2.696609
H -1.373799 -3.685227 4.871303
H 3.880366 -1.451363 1.703317
H 5.347262 -6.459347 1.002393
H -4.114766 -4.692841 1.759774
H 3.102324 -4.083655 3.067995
H 5.505409 -5.781132 2.639346
H 2.509634 -2.681881 0.193277
H 3.973383 0.557845 1.721092
H -5.069016 -0.865220 1.930568
H 3.932152 -6.421378 2.082159
H -4.613696 4.382752 -0.492923
H -1.395811 -0.266570 2.559349
H -4.501924 5.102371 1.891032
H 1.790544 -1.727118 -1.762544
H 5.209493 1.772625 -2.377984
H 4.810573 2.352196 3.158948
H 0.224227 1.741920 -4.037988
H 3.423196 -1.919445 -3.587964
H -5.698602 -0.418806 -4.016622
H -0.441786 6.600723 -2.338484
H -0.018878 -2.369210 3.275705
H -6.149038 -0.460003 -1.558178
H 1.239142 6.195338 -1.978289
H -0.360530 5.682210 -4.814595
H -2.796663 -3.333709 0.159348
H -3.318003 -0.253423 -4.798713
H 1.383406 5.520151 -4.550066
H 0.280057 2.686263 1.276476
H -3.147346 2.596279 -1.300751
H 1.062028 -6.135120 -3.176018
H 4.649675 -3.217481 3.206350
H 3.425784 4.321537 3.641391
H 0.393747 -3.948851 -4.126306
H 1.457748 -3.249435 1.496257
H 0.043412 -4.757329 0.732003
H 0.071332 0.470512 2.598261
H -0.652615 1.591821 4.721511
H -0.470159 3.480320 -5.728437
H -3.425588 4.794583 4.145188
H 0.800987 -6.543405 -0.753757
H 5.136422 -0.167203 -3.901957
H -0.061390 5.398072 -1.077406
H -0.352279 -2.149169 -2.654011
H 3.589149 1.983230 -0.556208
H -1.844673 3.563340 5.583591
H 2.720749 -1.615396 3.035095
H 1.293295 3.393534 -5.629864

Cartesian forces, eV/Å:
W 0.6 -0.1 0.2
S 0.0 0.4 0.8
S -0.1 0.3 0.1
P 1.4 -0.2 1.2
P 0.8 -1.1 0.8
O -0.6 -0.4 0.6
O 0.9 0.3 -1.0
O -2.3 -0.1 -1.2
O 0.2 -0.6 -0.8
N -1.4 -0.5 -0.6
N -0.2 0.0 -0.1
N 0.0 0.1 -0.1
N -1.4 1.2 0.2
N -0.1 -0.2 -0.1
N -0.5 0.5 -0.9
C -0.1 0.0 0.0
C 0.0 -0.1 0.0
C 0.1 -0.1 0.0
C -0.1 -0.4 -0.9
C 0.0 0.1 0.0
C 0.4 -0.4 -0.4
C 0.0 0.0 0.0
C -0.1 0.4 0.5
C -0.1 -0.2 -0.1
C 0.4 0.0 -0.3
C -0.4 0.6 -0.3
C -0.1 0.0 0.0
C 0.0 0.1 0.0
C 0.6 -0.7 0.2
C -0.1 0.0 0.1
C -0.1 -0.1 0.1
C -0.1 0.0 0.3
C 0.2 -0.2 0.2
C 1.3 -0.3 2.9
C 0.1 0.0 0.1
C -0.1 0.1 0.1
C 0.0 -0.1 0.0
C 0.0 0.0 -0.1
C -0.2 0.0 0.8
C 0.1 0.2 -0.3
C -0.1 0.1 0.4
C -0.6 0.1 0.0
C -0.7 0.1 -0.3
C 0.0 0.0 0.0
C 0.3 -0.4 -0.4
C 0.1 0.2 -0.3
C 0.3 0.6 -1.9
C 0.0 0.0 0.0
C 0.0 -0.1 -0.1
C -0.4 0.4 -0.1
C 0.2 -0.3 -0.4
C -0.2 0.3 0.0
C 0.5 0.0 0.3
C 0.0 0.4 0.4
C -0.2 -0.7 -0.1
C -0.1 0.0 -0.1
C 0.0 -0.2 -0.1
C 0.6 0.2 -0.4
C 0.0 0.1 -0.4
C 0.7 0.0 0.8
C -0.3 0.2 -0.3
C 0.0 0.0 0.1
C 0.0 0.0 0.1
H 0.0 -0.1 0.1
H -0.1 0.2 0.0
H 0.0 0.0 0.1
H 0.0 0.1 0.0
H 0.0 -0.1 0.0
H -0.1 0.0 0.0
H -0.1 0.1 0.1
H 0.1 -0.1 0.0
H -0.3 0.0 0.0
H 0.1 -0.1 0.0
H 0.2 0.0 0.1
H 0.0 -0.1 0.0
H 0.0 0.1 -0.1
H 0.3 0.2 -0.2
H -0.1 0.2 0.1
H 0.1 0.0 -0.1
H 0.1 0.1 0.0
H 0.1 0.0 0.0
H 0.0 0.1 0.4
H 0.0 -0.1 0.0
H -0.1 0.0 -0.1
H -0.1 0.0 0.0
H 0.1 0.0 0.1
H -0.1 -0.1 0.0
H 0.0 0.0 0.0
H 0.1 0.0 0.0
H 0.0 -0.2 0.0
H 0.1 0.0 -0.2
H -0.1 0.0 0.0
H 0.2 0.0 0.1
H 0.0 0.0 0.3
H 0.0 -0.1 0.0
H -0.1 0.0 0.1
H 0.0 0.1 0.1
H 0.0 0.0 -0.1
H 0.2 0.0 -0.1
H 0.1 0.0 0.1
H -0.2 0.0 -0.4
H 0.1 -0.1 0.1
H 0.1 0.1 0.0
H 0.0 0.1 0.1
H 0.0 -0.1 0.0
H 0.1 0.0 -0.1
H 0.0 0.1 0.0
H 0.1 0.0 0.0
H 0.0 0.1 0.0
H 0.0 0.1 0.2
H 0.0 0.1 0.1
H 0.0 0.1 0.0

Its HOMO energy (alpha / beta) is -13.882 / -13.882 eV. The net charge is +3. The calculation puts the HOMO-LUMO gap (alpha / beta) at 0.17791 / 0.17789 hartree. As for the total energy: -109757.599 eV.

Atomic partial charges in e from the Mulliken method, atoms 1 to 4: 0.3801 -0.0865 0.0582 1.4579

Q: The lowest net charge belongs to which entry?
A: C38H63ClF2N3O19SSi

Q: What is the formula in the first record?
A: C38H63ClF2N3O19SSi

Q: Which value of net charge does entry 1 give?
A: +1

Q: Which of these has the lowest net charge?
A: C38H63ClF2N3O19SSi